The molecule C4H10N2O2 at a distorted geometry, computed with ωB97M-V/def2-TZVPD.

Last column: natural (NBO) charge in e.
Atoms and positions in Å:
O 1.170 -1.282 0.581  -0.6460
C 0.115 -1.108 -0.014  0.6880
N 0.124 -0.939 -1.355  -0.6799
C 1.347 0.047 -1.750  -0.0436
N 1.544 1.293 -1.038  -0.8396
C -1.149 -0.939 0.913  -0.5305
C -1.382 0.443 1.387  -0.0524
O -0.394 1.434 1.628  -0.7095
H -0.711 -0.950 -1.917  0.3895
H 0.750 0.289 -2.729  0.1930
H 2.316 -0.587 -1.771  0.2298
H 1.011 2.163 -1.039  0.3923
H 1.786 1.128 -0.152  0.3594
H -2.073 -1.446 0.536  0.2272
H -0.945 -1.595 1.712  0.2256
H -1.954 0.288 2.437  0.1518
H -2.060 0.903 0.716  0.1723
H 0.506 0.858 1.855  0.4726

The structure (SMILES) is NCNC(=O)CCO. As for the LUMO energy: 0.02841 hartree. For the orbital gap, the calculation gives 10.16 eV. The total charge is 0. For the electronic energy, the calculation gives -418.3217 Ha. As for the energy relative to the best compared isomer or geometry (same formula, charge and spin): 3.790 eV. Its HOMO energy is -9.388 eV.